{
  "formula": "C20H20BrCl5FeO",
  "method": "ωB97M-V with the def2-TZVPD basis set",
  "elements": ["Fe", "C", "C", "C", "C", "C", "C", "C", "Br", "C", "O", "C", "C", "C", "C", "C", "C", "H", "H", "H", "H", "H", "H", "H", "H", "H", "H", "H", "H", "H", "H", "H", "H", "H", "H", "H", "H", "Cl", "C", "C", "C", "Cl", "C", "Cl", "C", "Cl", "C", "Cl"],
  "positions_angstrom": [[0.038, 0.084, -0.152], [-7.106, -3.109, 1.872], [-6.553, -2.337, 0.674], [-6.701, -3.205, -0.588], [-7.360, -1.037, 0.505], [-5.093, -1.977, 0.841], [-4.446, -1.254, -0.201], [-3.145, -0.923, -0.074], [-2.268, 0.038, -1.448], [-2.353, -1.270, 1.092], [-1.135, -0.937, 1.166], [-3.016, -2.008, 2.155], [-4.347, -2.321, 1.972], [-2.342, -2.458, 3.452], [-3.109, -1.827, 4.630], [-2.450, -3.992, 3.537], [-0.864, -2.089, 3.612], [-8.156, -3.338, 1.692], [-7.051, -2.527, 2.793], [-6.585, -4.057, 2.020], [-7.749, -3.478, -0.714], [-6.118, -4.123, -0.505], [-6.387, -2.680, -1.491], [-8.416, -1.285, 0.393], [-7.058, -0.474, -0.378], [-7.253, -0.392, 1.378], [-4.996, -0.973, -1.089], [-4.848, -2.868, 2.755], [-4.158, -2.122, 4.648], [-3.060, -0.737, 4.590], [-2.656, -2.152, 5.567], [-3.484, -4.337, 3.531], [-1.993, -4.331, 4.467], [-1.925, -4.468, 2.708], [-0.705, -1.012, 3.609], [-0.241, -2.537, 2.840], [-0.529, -2.473, 4.576], [2.143, 0.206, 0.902], [2.379, 1.040, -0.644], [1.244, 1.105, -1.434], [1.391, 1.766, -2.639], [0.008, 1.878, -3.670], [2.608, 2.329, -3.021], [2.753, 3.142, -4.522], [3.717, 2.227, -2.171], [5.217, 2.914, -2.628], [3.621, 1.567, -0.940], [4.946, 1.422, 0.119]],
  "total_charge": 1,
  "e_homo_ha": [-0.430, -0.429],
  "multiplicity": 6,
  "homo_lumo_gap_ev": [9.01, 5.48],
  "lumo_energy_ev": [-2.682, -6.205],
  "total_energy_ev": -190146.874
}